# 1
# C31H24N9Re

C31H24N9Re as an isolated structure (ωB97M-V/def2-TZVPD, the Open Molecules 2025 dataset).

```
! wB97M-V def2-TZVPD RIJCOSX def2/J DEFGRID3
* xyz 3 2
Re -0.14 0.02 0.06
N 3.97 0.06 1.39
C 2.80 -0.36 0.96
N 1.68 0.33 1.10
C 1.72 1.57 1.79
N 0.60 2.13 2.09
N -0.41 1.25 1.76
C -1.42 1.14 2.53
C -2.17 -0.09 2.32
C -3.26 -0.45 3.08
C -3.73 -1.75 3.01
C -3.06 -2.66 2.20
C -1.99 -2.22 1.44
N -1.56 -0.94 1.45
C 3.00 2.11 2.16
C 3.14 3.37 2.76
C 4.39 3.82 3.13
C 5.52 3.01 2.94
C 5.40 1.76 2.36
C 4.14 1.32 1.97
H 4.77 -0.55 1.28
H 2.76 -1.33 0.47
H -1.58 1.81 3.37
H -3.72 0.28 3.75
H -4.58 -2.07 3.60
H -3.34 -3.70 2.17
H -1.44 -2.91 0.83
H 2.26 3.98 2.92
H 4.50 4.79 3.59
H 6.49 3.37 3.24
H 6.27 1.14 2.21
C -4.47 3.15 -0.07
C -3.41 3.89 0.44
C -2.10 3.48 0.24
C -1.87 2.32 -0.49
C -2.92 1.56 -1.01
C -4.23 1.99 -0.80
N -0.55 1.82 -0.69
C 0.42 2.54 -1.33
C 0.36 3.88 -1.73
C 1.45 4.41 -2.40
C 2.57 3.62 -2.72
C 2.61 2.27 -2.40
C 1.54 1.76 -1.69
N 1.26 0.41 -1.42
N 1.83 -0.49 -2.10
C 1.13 -1.68 -2.02
C 1.51 -2.75 -2.81
C 0.63 -3.82 -2.93
C -0.61 -3.74 -2.31
C -0.90 -2.65 -1.51
N -0.03 -1.65 -1.30
H -5.49 3.48 0.08
H -3.61 4.79 1.01
H -1.27 4.04 0.65
H -2.72 0.69 -1.63
H -5.05 1.43 -1.22
H -0.51 4.48 -1.52
H 1.44 5.45 -2.70
H 3.39 4.07 -3.26
H 3.44 1.65 -2.70
H 2.44 -2.71 -3.34
H 0.88 -4.67 -3.55
H -1.35 -4.51 -2.44
H -1.87 -2.57 -1.03
*
```

The HOMO energy (spin up / spin down) is -16.354 / -16.636 eV. The energy is -48052.1731 eV. The value obtained for the energy relative to the best compared isomer or geometry (same formula, charge and spin) is 67.1 kJ/mol. As for the HOMO-LUMO gap (spin up / spin down): 6.04 / 5.58 eV.



# 2
# C31H25AlBrN3O6S3Si

C31H25AlBrN3O6S3Si as an isolated structure (ωB97M-V/def2-TZVPD, the Open Molecules 2025 dataset).

```
! wB97M-V def2-TZVPD RIJCOSX def2/J DEFGRID3
* xyz -2 1
Al 0.28 1.68 -1.08
Br -1.83 0.11 0.07
C -3.09 1.51 0.10
C -4.34 1.21 0.54
C -5.31 2.24 0.57
C -4.98 3.50 0.17
C -3.67 3.80 -0.29
C -3.33 5.12 -0.69
C -2.06 5.38 -1.12
C -1.08 4.36 -1.17
C -1.32 3.05 -0.80
C -2.66 2.79 -0.35
H -4.58 0.21 0.86
H -6.32 2.01 0.92
H -5.72 4.29 0.19
H -4.09 5.89 -0.65
H -1.80 6.39 -1.43
H -0.10 4.64 -1.52
O 1.75 2.00 -4.26
S 0.79 2.62 -3.37
O 0.24 3.87 -3.84
O 1.43 2.81 -1.96
O -0.31 1.64 -2.93
N -0.75 -3.77 5.59
C 0.17 -2.97 4.86
C 1.30 -2.45 5.49
C 2.21 -1.69 4.77
C 2.01 -1.47 3.41
C 0.89 -1.99 2.78
C -0.03 -2.74 3.50
S 3.22 -0.55 2.48
O 3.91 0.28 3.45
O 4.00 -1.51 1.75
N 2.34 0.27 1.45
C 1.68 1.38 1.82
S 1.76 2.09 3.45
C 0.58 3.26 3.00
C 0.22 3.09 1.72
N 0.82 2.05 1.02
H -0.81 -3.52 6.56
H -1.66 -3.81 5.16
H 1.45 -2.63 6.55
H 3.08 -1.26 5.25
H 0.73 -1.80 1.73
H -0.91 -3.14 3.01
H 0.25 4.03 3.68
H -0.47 3.72 1.20
C -0.57 -4.54 -0.02
C 0.75 -4.26 0.30
C 1.36 -3.10 -0.17
C 0.66 -2.17 -0.96
C -0.67 -2.49 -1.28
C -1.28 -3.65 -0.82
Si 1.50 -0.54 -1.54
C 1.76 -1.01 -3.38
C 0.72 -1.07 -4.31
C 0.94 -1.42 -5.64
C 2.23 -1.71 -6.07
C 3.28 -1.66 -5.17
C 3.04 -1.32 -3.84
H -1.04 -5.44 0.36
H 1.32 -4.95 0.92
H 2.38 -2.88 0.10
H -1.23 -1.82 -1.92
H -2.31 -3.86 -1.08
H 2.88 -0.76 -1.05
H -0.29 -0.81 -4.01
H 0.12 -1.44 -6.34
H 2.41 -1.97 -7.11
H 4.29 -1.88 -5.49
H 3.87 -1.28 -3.14
*
```

The HOMO energy is -2.508 eV. The energy is -166337.0239 eV. The value obtained for the energy relative to the best compared isomer or geometry (same formula, charge and spin) is 0.0 kJ/mol. As for the HOMO-LUMO gap: 6.55 eV.



# 3
# C31H25Br2N2O6PbS

C31H25Br2N2O6PbS as an isolated structure (ωB97M-V/def2-TZVPD, the Open Molecules 2025 dataset).

```
! wB97M-V def2-TZVPD RIJCOSX def2/J DEFGRID3
* xyz 1 1
Pb 0.36 -0.98 0.17
C -0.03 0.47 4.59
C 0.73 0.26 3.31
O 0.07 -0.14 2.34
C 2.16 0.57 3.25
C 2.75 1.26 4.33
C 4.08 1.58 4.36
C 4.90 1.18 3.29
C 4.37 0.49 2.23
C 2.98 0.15 2.15
O 2.57 -0.50 1.13
H -1.03 0.08 4.47
H -0.11 1.54 4.82
H 0.47 -0.01 5.43
H 2.12 1.56 5.16
H 4.50 2.12 5.20
H 5.96 1.41 3.31
H 4.99 0.17 1.41
Br 1.03 -3.51 2.38
C 2.61 -3.74 1.29
Br 2.19 -4.13 -0.55
H 3.17 -4.57 1.69
H 3.15 -2.80 1.31
O -1.61 2.78 1.21
S -1.19 2.17 -0.02
O -1.50 2.83 -1.26
N -1.45 0.60 -0.06
C -2.77 0.14 -0.19
C -3.88 0.95 -0.35
C -5.17 0.40 -0.50
C -5.37 -0.95 -0.49
C -4.27 -1.81 -0.31
C -4.40 -3.22 -0.29
C -3.30 -4.01 -0.12
C -2.05 -3.39 0.05
N -1.89 -2.08 0.03
C -2.97 -1.27 -0.16
C 0.61 2.22 0.02
C 1.35 2.02 -1.24
C 2.82 2.02 -1.13
C 3.43 2.48 -0.01
C 2.66 2.80 1.12
C 1.25 2.69 1.12
H -3.77 2.02 -0.38
H -6.00 1.07 -0.63
H -6.36 -1.37 -0.61
H -5.38 -3.65 -0.41
H -3.37 -5.09 -0.09
H -1.16 -3.98 0.20
H 1.19 3.00 -1.78
H 3.37 1.72 -2.01
H 4.51 2.55 0.04
H 3.15 3.14 2.02
H 0.67 2.94 2.00
O 0.97 2.41 -3.79
C 0.53 1.38 -3.35
O 0.80 1.00 -2.04
C -0.30 0.39 -4.06
C -1.12 -0.50 -3.37
C -1.91 -1.39 -4.08
C -1.87 -1.39 -5.47
C -1.05 -0.49 -6.15
C -0.27 0.41 -5.45
H -1.18 -0.46 -2.30
H -2.56 -2.07 -3.55
H -2.48 -2.09 -6.03
H -1.03 -0.50 -7.24
H 0.35 1.12 -5.96
*
```

The HOMO energy is -10.435 eV. The energy is -203979.4820 eV. The value obtained for the energy relative to the best compared isomer or geometry (same formula, charge and spin) is 57.2 kJ/mol. As for the HOMO-LUMO gap: 4.99 eV.



# 4
# C31H25CaN3O6Se

C31H25CaN3O6Se as an isolated structure at a distorted geometry (ωB97M-V/def2-TZVPD, the Open Molecules 2025 dataset).

```
! wB97M-V def2-TZVPD RIJCOSX def2/J DEFGRID3
* xyz -2 1
Ca -1.36 0.45 -1.52
O -5.64 0.54 -1.95
C -4.41 0.44 -1.96
O -3.56 0.85 -1.11
C -3.78 -0.29 -3.17
C -4.46 -1.18 -3.98
C -3.73 -1.85 -4.96
C -2.37 -1.62 -5.11
C -1.76 -0.72 -4.26
N -2.48 -0.06 -3.35
C -0.24 -0.49 -4.20
O 0.41 -0.77 -5.21
O 0.17 -0.05 -3.07
H -5.51 -1.35 -3.81
H -4.23 -2.57 -5.60
H -1.76 -2.14 -5.85
C 2.23 -5.65 2.61
C 1.30 -4.85 1.72
C 1.18 -5.12 0.37
C 0.32 -4.40 -0.46
C 0.27 -4.73 -1.93
C -0.49 -3.38 0.08
Se -1.77 -2.48 -1.01
C -0.35 -3.08 1.45
C -1.14 -1.97 2.10
C 0.53 -3.82 2.24
H 2.80 -6.38 2.02
H 1.68 -6.20 3.37
H 2.95 -5.01 3.13
H 1.79 -5.90 -0.07
H 1.06 -5.44 -2.18
H 0.37 -3.83 -2.53
H -0.70 -5.16 -2.20
H -1.25 -1.12 1.43
H -0.64 -1.63 3.02
H -2.15 -2.30 2.35
H 0.62 -3.57 3.30
O -0.24 4.71 -2.48
C -0.08 3.99 -1.51
N 0.55 4.42 -0.33
C 0.73 3.33 0.59
C -0.10 2.26 -0.16
O -0.29 1.12 0.33
N -0.53 2.68 -1.35
C 2.20 2.91 0.68
C 3.07 3.65 1.48
C 4.42 3.35 1.52
C 4.92 2.29 0.77
C 4.06 1.55 -0.02
C 2.71 1.85 -0.07
C 0.10 3.55 1.96
C 0.31 2.62 2.98
C -0.29 2.78 4.22
C -1.11 3.88 4.46
C -1.33 4.81 3.45
C -0.73 4.64 2.21
H 1.19 5.19 -0.38
H 2.67 4.46 2.08
H 5.08 3.94 2.15
H 5.98 2.05 0.80
H 4.44 0.72 -0.61
H 2.05 1.25 -0.69
H 0.92 1.75 2.78
H -0.13 2.04 4.99
H -1.58 4.01 5.43
H -1.98 5.66 3.63
H -0.92 5.34 1.41
*
```

The HOMO energy is -1.459 eV. The energy is -133102.4485 eV. The value obtained for the energy relative to the best compared isomer or geometry (same formula, charge and spin) is 41.2 kJ/mol. As for the HOMO-LUMO gap: 5.65 eV.